This record from OMol25 describes a 8-piece molecular cluster, C54H94N2O26S4 overall. The level of theory is ωB97M-V/def2-TZVPD.

```
180
Properties=species:S:1:pos:R:3:forces:R:3
C -2.5401 1.3326 1.2771 -0.28 1.26 1.38
C -1.5997 -1.0605 0.6882 1.04 -0.11 -0.51
C 6.2143 0.3584 -12.2871 -0.29 -0.18 -0.30
H -6.9438 -2.9466 -2.5654 -0.04 -0.03 -0.08
C -2.1711 -5.3435 13.5618 -0.06 -0.21 0.19
C -7.6784 -4.8887 -3.1268 0.06 0.46 -0.06
C 1.0283 5.7447 -2.7002 -0.02 -0.11 0.42
C -0.5778 0.1096 -1.9743 0.55 -0.75 0.16
O 2.1284 -0.9345 6.7929 -0.04 0.04 -0.13
H -1.1221 -3.4634 6.0359 0.18 0.02 -0.05
C -0.7235 -0.8819 11.3981 0.06 -0.08 0.28
C 0.3097 -2.1903 2.0017 0.88 -0.88 -0.75
H 9.2125 0.9797 -6.3364 0.10 0.04 0.07
H 9.4593 3.9591 -11.6596 -0.11 0.04 -0.03
H 3.6985 -1.0506 8.9514 0.10 0.08 -0.05
H -3.5171 1.3415 3.6356 0.28 0.15 -0.48
C -0.0666 -1.2634 0.7898 0.26 -0.61 0.68
H 1.4880 -0.3153 -1.1553 -0.32 0.26 0.01
C -5.1468 -0.4970 -2.3852 0.42 0.77 -0.59
H -9.5048 -4.5145 1.3557 0.04 -0.17 -0.10
H 5.8872 2.3487 -3.6852 0.08 -0.02 0.05
H 6.6216 0.4130 -0.9949 -0.23 -0.09 -0.06
H -0.8767 6.6702 -2.3104 -0.01 -0.12 0.08
C 3.5807 0.7340 1.9484 0.16 0.45 -0.02
C 6.3049 3.3251 -3.4452 -0.20 0.03 0.23
O 1.3576 6.9617 -5.9605 0.03 0.01 0.00
C -0.4334 0.9884 2.8677 0.74 0.35 -0.21
H 5.3347 0.9976 -12.2041 0.12 0.13 0.00
H 5.4890 4.0175 -3.2594 0.05 0.07 -0.18
H 3.2801 1.7724 1.7852 0.04 -0.20 -0.08
H 5.0428 -1.8837 -0.4450 -0.30 0.35 0.13
H 4.3940 -1.4051 -1.9898 -0.09 0.31 0.21
H 2.1823 -0.3437 9.4869 -0.03 0.10 -0.04
O 6.9562 2.9333 -12.2049 -0.02 0.04 0.03
C -6.8368 -3.9816 -2.2555 0.02 -0.25 0.15
O 7.0528 3.8284 -4.5587 0.09 -0.03 0.00
H -8.0227 -6.0253 3.5773 -0.01 0.18 0.09
O -7.3166 -4.2050 2.8544 0.14 0.02 0.01
H -3.2462 -5.1908 13.6337 0.04 0.12 0.01
H 1.2143 1.9437 -2.7708 0.38 -0.09 0.22
H -2.0631 -1.3810 1.6252 -0.15 0.41 -0.16
H 1.3889 0.6971 -3.9911 0.34 0.23 0.10
H -5.7835 -4.2642 -2.3168 0.00 0.05 -0.13
C 9.9269 3.0215 -6.3560 0.32 -0.24 -0.16
C 0.1565 6.7384 -1.9641 -0.05 0.28 -0.16
O -0.6379 2.8675 1.2104 -0.37 -1.08 -0.93
H -9.2876 -8.3712 -0.1635 0.04 0.12 0.01
H 2.9969 8.1646 -6.4203 -0.05 0.03 0.11
C -3.5458 -0.1447 -0.4661 -0.55 0.34 -0.65
C -0.8749 -2.6680 6.7341 -0.23 -0.16 -0.06
C -4.5848 4.6015 1.4324 -0.37 0.95 0.76
O 8.5162 2.4083 -10.6561 -0.03 0.01 0.01
C -1.9670 -3.5638 12.0889 0.13 0.01 -0.08
C -3.3839 2.5663 0.8385 -0.81 0.96 -0.14
H -6.2507 -0.5916 -0.7978 0.08 -0.14 0.06
C -7.5749 -3.5308 3.9727 -0.02 -0.05 -0.18
H -6.3263 -0.7604 5.0268 0.04 -0.08 -0.17
H 2.1014 1.0581 7.3919 -0.13 -0.12 0.03
O -8.3480 -3.8500 4.8365 0.03 0.02 0.07
H 8.9313 1.8267 -7.8483 0.12 0.05 -0.08
O 1.2575 1.7450 0.1297 -0.63 -1.12 0.61
H -1.8673 1.6664 -1.4185 0.48 0.26 0.32
H -0.8292 -0.0199 2.9844 0.05 0.17 -0.24
H -0.2540 1.3661 3.8828 -0.26 0.11 -0.25
C 1.5793 6.9429 -4.6409 -0.14 -0.12 0.06
H -4.8941 5.2881 2.2256 0.08 -0.14 -0.22
C -2.1686 0.3049 0.1630 -0.39 -0.93 0.36
H -1.0315 -0.8975 12.4433 -0.09 0.02 -0.05
C -8.0491 -6.6863 -1.6821 0.24 0.07 -0.09
H -1.9626 -6.4100 13.5832 0.09 0.04 -0.16
H -2.6188 -1.5755 10.6039 0.00 -0.10 0.18
H 5.5310 0.8980 0.9618 -0.35 0.14 -0.22
H -0.8216 0.1381 11.0262 0.02 -0.04 -0.07
H -7.6863 -8.0714 0.5738 -0.09 0.06 0.00
H -3.3601 0.6879 -2.5553 -0.09 -0.19 -0.02
O -8.7237 -6.0119 -0.9468 -0.11 -0.12 0.11
O 8.7219 3.6620 -5.9162 0.03 0.10 0.01
H -3.1363 -1.0837 -2.3715 0.03 0.36 -0.16
H -7.1294 -4.0561 -1.2082 -0.09 0.05 -0.04
H -8.0039 -9.5846 -0.2907 0.09 0.05 -0.15
O 0.1858 -0.5132 7.8690 -0.12 -0.04 -0.08
C 9.6455 1.6967 -7.0331 -0.27 -0.13 0.04
H 2.6778 0.1152 1.9018 0.24 -0.04 0.01
H 9.6891 3.8884 -9.9040 -0.03 -0.19 0.02
H 2.0714 5.8133 -2.3886 0.01 0.13 -0.14
C 2.7417 0.1782 7.4640 0.25 0.32 0.25
C -9.4905 -5.1429 2.2466 -0.14 0.36 0.09
H -7.5498 -5.9673 1.8850 0.15 0.21 -0.03
S 3.4460 0.8976 -2.9016 0.16 -0.13 -0.43
H -8.0627 -1.1129 4.9942 -0.03 -0.09 0.08
O -5.9304 -1.1892 -1.4878 0.28 0.34 -0.01
H 7.0713 -1.2614 -1.2555 -0.08 0.17 -0.29
O -0.0178 3.3191 -1.0968 -1.10 -0.13 0.23
C -7.0693 -1.5529 5.0742 0.05 0.20 0.16
H 0.5462 -0.3651 0.8776 -0.37 0.01 -0.14
O -7.4693 -6.2753 -2.8057 -0.11 -0.12 -0.08
C -1.5586 -1.8292 10.5648 -0.01 0.45 -0.11
H -10.0114 -6.0750 2.0283 0.07 -0.01 -0.06
S 4.2459 2.7028 -0.6950 -0.04 -0.14 0.04
H 5.9402 -0.6256 -11.9100 0.15 0.04 0.17
C 3.0815 -0.1521 8.9018 -0.16 -0.22 0.12
H -4.9248 4.2018 -1.7181 0.11 -0.05 0.25
H 8.1444 4.4583 -10.5555 -0.03 -0.05 -0.11
C 1.9317 8.0842 -6.6292 0.08 0.14 -0.22
H 0.3282 -1.1720 11.3657 0.00 0.05 -0.14
O -2.6638 -2.8687 12.7802 -0.05 -0.02 0.01
H -8.7384 -4.6429 -3.0558 0.00 -0.12 0.14
C 0.8544 -1.1611 7.1032 0.24 -0.10 0.02
C 1.6312 0.9462 -2.9479 -0.54 -0.43 0.53
H -1.0640 -0.8706 -1.8875 0.11 0.24 0.17
H 5.9151 -0.1974 -14.3451 0.00 -0.03 0.04
H -3.6367 2.2171 -1.2749 -0.14 0.37 0.00
H 3.6211 0.6743 9.3646 0.02 0.00 -0.05
C -3.6831 -0.1996 -2.0111 -0.64 -1.12 1.05
H -0.9172 -3.0638 7.7479 -0.03 0.07 0.01
H -3.8353 -1.1423 -0.1154 0.46 0.16 0.07
C -1.1908 1.0076 -0.8640 -1.58 0.10 0.17
H 0.6891 4.7352 -2.4860 0.05 0.11 -0.31
C -8.2140 -8.5186 -0.2684 -0.07 -0.20 0.16
C 8.1695 3.1505 -4.8131 -0.11 0.06 -0.09
S -3.6107 0.5114 2.5776 -0.12 -0.87 -0.22
H 10.6187 2.9091 -5.5202 -0.14 -0.04 0.08
O 0.4534 -2.2396 6.4265 -0.07 0.11 0.00
O -1.3617 -3.1977 10.9592 -0.06 -0.10 -0.08
H 3.6536 0.3912 6.9086 -0.07 -0.17 -0.15
H 0.1839 6.5436 -0.8918 -0.01 -0.08 -0.02
H -0.8958 0.4717 -2.9619 0.01 0.19 0.33
H -0.5738 -2.6317 2.4767 0.12 0.44 0.23
C 1.1000 -3.3487 1.4933 -0.39 0.39 0.02
S -0.0598 2.2364 -0.1540 2.25 1.78 -0.92
C -4.6052 4.0240 -0.6866 -0.31 0.24 -1.20
H -1.5896 -1.8551 6.6126 0.06 0.05 0.10
H 10.5652 1.2696 -7.4346 0.01 0.05 -0.02
H 7.5872 -0.3761 -13.7751 -0.08 -0.10 0.03
C 6.3229 -0.5021 -1.5154 -0.17 -0.50 -0.03
C 0.9437 -0.1516 -2.0840 0.36 0.26 -0.85
O 7.2520 0.8330 -11.4168 -0.01 0.01 0.12
H 4.9733 -0.7190 1.3125 -0.09 0.16 -0.23
H 0.4889 7.7625 -2.1357 0.09 -0.04 0.04
O -7.7348 -7.9714 -1.4965 -0.06 0.02 0.00
H -1.7450 2.5862 2.8542 -0.21 0.19 -0.62
C -8.0657 -5.4187 2.6714 -0.29 -0.40 -0.10
O -6.8249 -2.4225 3.9683 0.02 0.00 0.02
C -1.3468 1.9457 2.0634 -0.14 -0.54 1.28
H 2.0918 -4.9097 0.2079 0.07 -0.11 0.50
C 1.6618 -4.2488 0.9315 -0.04 0.20 -0.54
H -10.0432 -4.6164 3.0248 0.06 -0.10 0.09
C 7.5137 2.1379 -11.4956 0.07 -0.15 -0.03
H -1.2462 -1.7687 9.5255 0.06 -0.17 0.02
C 8.9675 3.7629 -10.7075 0.15 0.23 0.11
H -6.9653 -2.0802 6.0206 -0.11 -0.05 -0.04
H -1.9024 -1.8225 -0.0446 -0.14 0.23 0.19
O -1.6596 -4.8417 12.3260 -0.03 0.01 -0.01
H 0.5568 0.9937 2.3962 -0.23 -0.35 0.11
H 6.9469 1.2206 -14.1299 -0.11 0.02 0.03
H 1.7911 7.9263 -7.6956 -0.10 -0.15 0.06
H 4.0161 0.6777 2.9551 -0.14 -0.10 -0.18
C 4.6350 0.2609 0.9437 -0.19 -0.87 0.85
H -4.3869 0.4607 -0.0984 0.50 0.22 -0.01
H -1.6645 -4.8658 14.3996 -0.10 0.08 -0.01
H 1.4189 8.9997 -6.3353 0.10 0.01 0.08
O 0.9260 5.9041 -4.1288 0.07 -0.02 -0.09
H 1.0601 -1.0766 -2.6698 -0.09 0.08 0.28
N 4.1182 0.0230 -0.4140 0.87 0.83 -0.52
H -7.3877 -4.7784 -4.1702 0.05 -0.24 0.01
C 3.9763 1.1712 -1.1816 -0.89 -0.03 0.10
O 8.6026 2.2321 -4.1653 0.04 0.00 0.02
H 6.3504 -0.3143 -2.5950 0.16 0.05 0.24
O -5.5677 -0.1773 -3.4560 -0.16 -0.26 0.05
H 10.3843 3.7088 -7.0670 -0.17 0.15 0.06
H -3.5854 3.3829 2.8543 -0.15 0.17 -0.15
C 4.9139 -1.0217 -1.1091 0.61 -0.38 -0.05
C -3.8317 3.5085 1.8047 0.58 -0.74 -0.59
N -4.9953 4.9349 0.1952 0.76 -1.31 0.56
O 2.2501 7.7359 -4.0331 0.05 0.03 -0.05
C 6.6912 0.2443 -13.7195 0.23 0.17 -0.07
C -3.8423 2.8812 -0.4451 0.43 -0.53 0.48
H 0.3045 -1.7985 -0.0887 -0.25 0.29 0.02
H 0.9637 -1.6696 2.7090 -0.51 0.02 0.21
H 6.9245 3.2638 -2.5522 0.06 -0.08 -0.07
```
Positions in Å, forces in eV/Å.

## Properties
Kohn-Sham gap = 7.8345 eV

This record from OMol25 describes a 9-piece molecular cluster, C54H95N9O8 overall. The level of theory is ωB97M-V/def2-TZVPD.

```
166
Properties=species:S:1:pos:R:3:forces:R:3
N -0.0613 -2.3789 2.0121 0.33 -2.01 1.79
C -5.1388 -0.2666 2.3253 -1.30 0.67 1.33
C 1.5310 1.9031 -5.0453 -1.74 -0.22 -0.31
H 2.5637 -4.0340 -0.2185 0.31 -0.47 0.48
H 2.7594 3.6683 2.2461 0.02 -0.12 -0.57
C -0.9302 2.0927 2.4329 1.31 -0.87 -0.86
H 3.1657 6.3545 2.3100 -0.44 -0.26 0.29
H 3.2092 0.3894 0.4195 1.75 0.39 0.28
H -1.8508 2.4490 2.7857 -1.43 0.54 0.50
N 4.2621 -3.7855 4.0626 1.20 0.25 -1.01
H 1.0964 2.7070 -5.6233 -0.37 0.36 -0.01
H -3.5896 -4.4039 2.6697 -0.01 -0.11 -1.42
C -4.0201 -4.4348 3.6384 1.34 0.09 0.11
C -2.1784 -0.7133 5.3740 0.69 -0.66 -1.95
H -3.4305 0.9129 -7.2625 0.40 0.43 0.92
C 3.0614 3.6137 1.1618 2.01 1.92 2.65
C 2.2269 0.0540 0.3803 -0.59 -1.29 0.32
C -0.4654 -0.7246 0.2926 0.28 1.67 -1.85
C 5.1943 3.5286 -4.6612 0.00 -1.47 1.56
H 1.8608 1.4290 -1.2037 -0.72 -0.66 0.25
H -0.2986 2.7029 6.1904 -0.39 -0.03 0.60
H 4.3834 -1.1723 -4.6307 0.55 -0.31 0.25
H -3.9458 -7.0147 5.8676 -0.49 0.99 -0.50
H -5.2454 -2.6686 3.6184 0.13 0.29 0.08
C 1.7191 5.4875 0.4193 -0.12 -0.35 0.84
C 1.7377 0.6150 -7.7756 -0.14 0.23 -0.32
H -1.5096 3.8839 -4.7206 -0.31 -1.93 -0.38
H -5.7914 -1.0822 2.0661 -0.38 -0.28 -0.33
C 4.4423 2.9585 1.0670 0.34 -1.01 -2.26
O 0.7061 -2.7218 2.9365 -1.30 1.04 -1.50
C -1.8226 2.7889 -4.9121 0.06 3.58 0.23
H 3.7271 -0.8668 -6.7874 -0.13 0.64 -0.19
H 6.1727 0.5234 -3.2812 0.26 0.05 -0.33
N 3.3582 4.9500 -4.0631 0.34 0.63 0.47
H 1.6677 6.5576 0.2167 0.48 -0.10 -0.46
C 3.3619 -0.8842 -4.7630 -1.12 1.30 0.13
N -0.8282 1.2914 4.7087 0.52 1.68 1.31
H 4.5940 2.6460 0.0136 -0.13 0.62 0.03
H -1.7123 -5.3195 5.7427 -0.68 -0.25 -0.23
H 2.1054 -5.3536 4.5699 0.07 -0.20 -0.13
O -3.1082 -1.8478 -4.7760 0.28 -0.76 0.82
C 1.6136 -5.3967 1.1835 1.23 1.63 0.96
H 3.0782 3.1933 -2.1155 -0.85 -0.06 0.90
H -2.1834 -1.2643 4.3892 0.01 0.52 0.75
C 0.8731 4.6910 -0.5319 -0.76 0.35 -1.58
H -3.0865 -0.1289 5.3851 -0.11 0.47 0.19
H 4.8754 7.0653 -0.0921 0.26 -0.51 -0.81
C 3.4059 -3.8977 1.7663 0.60 -0.26 1.02
H 1.8263 0.9630 5.7306 -0.40 0.22 -0.40
C 0.9707 0.5556 -5.5230 1.20 -0.51 0.03
H -4.8644 1.1897 -2.2498 -0.22 0.48 -0.25
C -0.8835 0.1240 5.5297 0.33 -1.52 1.60
H -0.2326 2.9278 2.4425 0.06 0.07 -0.45
C 4.1764 3.7955 -3.7616 0.64 -1.52 -0.84
H -4.7482 2.9855 -1.6873 -0.47 -1.48 0.46
H 2.4404 0.1287 -8.4534 -0.06 0.09 -0.24
H 0.6110 0.7147 3.2679 -0.13 0.65 0.06
C 0.4337 -1.3244 1.0888 1.21 -0.96 1.74
H -3.3978 -1.1879 1.7030 0.66 -0.75 0.29
H -2.2606 -1.4990 6.1117 0.17 -0.08 0.41
H 1.3432 4.5614 -1.5297 -0.38 0.51 0.39
C 5.6220 1.4343 -3.4640 -0.28 -0.08 0.82
C 1.5842 1.9863 5.3977 0.71 0.25 1.06
C -2.5101 2.5246 -6.0904 0.09 0.76 -0.79
H 5.3710 4.1792 -5.4756 0.38 0.49 -0.58
C -2.6742 0.2976 -5.3889 0.75 -1.38 1.57
H 1.2602 2.0403 -4.0103 0.21 0.35 0.39
H -1.5064 -1.0382 0.3172 0.19 0.43 -0.21
H 2.7033 -1.7237 -4.9093 -0.09 -0.71 0.70
H -4.0508 1.9704 0.6187 -0.07 -0.17 -0.18
H -1.0988 2.1038 -2.9912 -0.17 0.07 -0.26
H -2.6086 -8.6505 2.9835 0.23 -0.35 0.00
C 4.5901 1.7301 -2.5991 -0.23 0.27 0.65
H -0.8874 0.3915 6.6278 0.45 0.08 -1.14
H -3.2237 -3.8562 4.1574 -0.53 -0.11 0.38
H 2.0480 1.6680 -7.6633 0.35 0.00 -0.08
N -3.9656 -0.0228 0.0994 1.10 0.40 0.96
C 2.5694 -4.4368 0.8064 -0.62 0.18 -0.08
H 2.5667 2.0149 -5.2214 1.19 -0.19 0.29
H -0.3109 1.3933 -7.8321 0.34 -0.22 -0.51
C 3.8466 2.8708 -2.7599 0.45 1.37 -0.74
H 4.4567 1.1258 -1.7212 -0.39 -0.38 0.09
C -3.0020 -6.6229 3.4066 0.69 0.64 -2.46
H -4.6086 -0.9624 -1.6140 -0.19 0.15 0.11
O 3.8969 5.8867 -4.6245 -0.19 -0.14 -0.09
C 4.2785 7.2222 0.7757 1.08 0.60 1.21
H 0.4681 0.9885 -9.3766 -0.10 0.74 -1.73
H -0.1780 -0.2733 -8.3956 0.02 -0.28 0.06
C -2.7261 -5.2548 6.1823 0.58 0.40 1.30
C -2.0457 0.5541 -4.1627 0.07 1.52 -0.84
C 5.9150 2.3358 -4.4373 0.91 0.69 -2.03
N 3.1061 5.0097 0.6302 -1.26 0.07 -0.64
C -4.5545 1.2758 -0.0708 -0.08 1.77 -1.48
H 6.7403 2.0915 -5.1087 -0.22 0.21 0.04
H 5.3096 3.5700 1.2471 0.00 0.63 0.44
H -0.0010 0.6531 -5.9668 -0.39 0.17 -0.17
H -2.9011 -2.3441 -0.0391 -1.93 -0.20 -0.75
C 3.2081 -0.1732 -6.0974 1.32 -1.20 -0.03
O 4.3318 -4.2866 5.1500 -0.44 -0.26 0.95
H 0.9884 -5.7683 0.4232 -0.78 -0.71 -0.57
H -3.9900 -8.4230 4.0498 -0.20 -0.03 -0.12
N -3.0151 -1.0959 -5.7037 -1.41 -0.37 -1.96
H 2.1466 2.2312 4.5020 -0.02 -0.38 -0.37
H 0.7154 3.6781 -0.1986 -0.29 -0.34 0.43
H -6.0402 -4.0535 2.8968 0.17 -0.16 0.44
H 0.7211 -6.4794 2.7178 -0.27 0.11 0.63
H 4.6786 1.9841 1.4889 -0.77 0.06 1.10
H 3.7528 0.7705 -6.0806 0.14 0.35 -0.24
H -3.1441 -6.5641 2.2681 -0.33 -0.07 1.43
C 0.3321 0.6842 -8.3896 0.05 -0.43 2.03
H 0.1166 3.2188 4.6019 -0.63 0.18 -0.36
H 2.3899 -1.4323 2.0185 -0.24 0.42 -0.61
O 5.0820 -2.9680 3.6391 -0.81 -0.19 0.26
H -1.0953 1.6651 1.4228 0.37 0.58 0.40
H -0.8937 0.0812 3.0529 -1.09 -0.98 -0.04
C 3.2645 -4.2986 3.1181 -0.31 0.31 -1.65
C -4.0450 -2.4090 -0.2237 1.57 -2.35 0.02
C -3.8762 -0.2496 1.5591 0.89 1.22 -1.10
N 1.8511 -0.0876 -6.5201 -1.54 0.33 0.19
H -2.3670 -8.2366 4.7195 -0.28 -0.04 -0.61
C -0.4666 0.9945 3.3789 0.90 0.00 -1.31
O 2.2039 4.9187 -3.7111 -0.71 0.03 0.09
H 3.4647 7.8518 0.5508 -0.93 0.92 -0.58
H -0.1535 5.1777 -0.6330 1.35 -0.62 -0.03
O -1.1572 -2.9358 1.8544 1.31 1.39 -0.37
C 0.0811 2.3558 5.2510 0.68 -1.01 -0.15
C -4.6657 -1.1016 -0.5286 -0.16 0.73 -0.89
H -5.5814 1.2203 0.2618 -0.75 0.33 -0.14
H 1.1730 5.4113 1.3639 0.00 0.04 0.64
H -5.7110 -1.0758 -0.2348 -0.62 -0.19 -0.08
C 2.2526 -5.1612 3.5138 0.50 0.40 0.40
H -0.6204 0.8605 -1.1437 -0.82 0.48 -0.81
H -2.8837 -4.1814 6.4295 -0.09 -0.52 -0.60
H -3.2195 0.5527 1.9213 -0.02 -0.31 0.19
H 0.8318 -0.1537 -4.7058 0.15 0.13 0.19
H -4.4257 -2.9422 0.6580 -0.08 0.44 0.07
H -4.8812 -0.4351 3.3575 0.25 -0.28 0.59
C -1.6281 1.8657 -3.9118 -0.21 -1.22 -0.40
H -1.7748 -0.1747 -3.4565 -0.13 -1.18 0.57
C 1.4462 -5.7042 2.5351 -0.05 -0.76 -1.27
C -2.9477 1.2378 -6.3121 -0.56 0.30 -2.26
C 0.0586 0.3166 -0.5537 -0.07 -1.36 0.77
H 4.6080 5.4996 1.9167 1.01 -0.58 0.63
C -2.9903 -8.0717 3.8128 0.41 -0.13 0.85
H 4.9380 7.8071 1.4647 -0.56 -0.43 -0.30
H 4.2342 -3.2170 1.5409 -0.55 -0.22 -0.06
H -4.7590 -5.3521 5.9058 -0.72 -0.59 0.27
H -1.9765 -6.1864 3.4632 -0.23 -0.11 0.51
H 3.0298 -0.2360 -3.9130 0.24 -0.72 -0.54
H -2.6651 3.2867 -6.9023 0.22 -0.70 1.21
C -3.9461 -5.9505 5.5202 1.22 0.51 -0.21
C -5.3559 -3.7397 3.7005 0.29 -0.29 -0.79
H -5.7351 -3.9741 4.6613 -1.03 -0.01 0.87
H 2.1096 2.6118 6.1667 -0.82 -0.22 -0.42
H -5.7335 0.6620 2.4112 0.35 -0.28 -0.63
C 3.7826 5.9971 1.4849 -0.07 -0.74 -0.39
H -4.2877 -3.1150 -1.0583 0.61 0.49 0.56
H -2.6338 -5.6845 7.1926 0.09 -0.09 -0.23
O -3.3026 -1.4186 -6.8772 0.81 0.91 1.68
C 1.7891 -0.9486 1.2355 -0.78 0.10 -0.24
H -3.3872 1.9799 -1.7421 0.65 -0.33 -0.22
C 1.4111 0.6282 -0.5797 -0.67 0.60 0.36
H 2.3274 3.0442 0.6831 -0.92 -0.74 -0.90
N -4.0126 -5.8347 4.0521 -0.51 -0.05 0.93
C -4.4417 1.9041 -1.5440 0.21 -0.14 1.50
H 0.0394 -0.5402 5.3194 -1.21 0.60 0.53
```
Positions in Å, forces in eV/Å.

## Properties
Kohn-Sham gap = 7.3196 eV

Calculated E_tot in order - -5772.43302, -3208.75063 a.u.